# 1
This record from OMol25 describes a structure of composition C26H31CoN2O8 in a non-equilibrium geometry. The level of theory is wB97M-V/def2-TZVPD.

HOMO-LUMO gap (spin up / spin down), hartree: 0.1694 / 0.2042
Total charge: -1
HOMO level (spin up / spin down), eV: -3.6 / -4.5
Multiplicity: 4

Geometry as XYZ:
```
68
Properties=species:S:1:pos:R:3:forces:R:3
O -0.107764 -0.324300 -6.222900 -0.067 0.453 -1.413
C -0.220783 0.973575 -6.887225 -0.047 0.206 0.247
C -0.372556 0.365209 -8.289190 0.128 -0.383 0.888
H 0.693575 1.566631 -6.754606 -0.289 -0.050 0.139
H -1.108131 1.524911 -6.547822 0.338 -0.064 0.135
C -0.217859 -0.981210 -7.522194 -0.025 -0.092 -0.797
H 0.447940 0.590990 -8.971904 -0.215 -0.034 -0.029
H -1.349941 0.507036 -8.749430 0.142 0.046 -0.057
C 1.051923 -1.713451 -7.910715 0.016 -0.176 0.047
H 1.917070 -1.041300 -7.881332 -0.146 -0.137 0.034
H 0.942836 -2.108975 -8.932169 0.070 0.128 0.249
H 1.228378 -2.556647 -7.237564 0.062 0.070 -0.016
C -1.435510 -1.880509 -7.612359 0.046 -0.122 0.012
H -2.347970 -1.339603 -7.336912 0.179 -0.111 -0.006
H -1.312976 -2.747364 -6.954650 -0.107 0.114 -0.022
H -1.537061 -2.247656 -8.644820 -0.017 0.100 0.259
Co -0.627453 -0.916733 1.918386 0.814 1.093 -0.287
C -2.598416 -1.068075 2.598756 -1.274 0.745 -0.743
C -2.663366 0.360160 2.785331 -0.718 -0.990 -0.551
C -2.745621 0.972728 1.512065 -0.072 -0.409 -0.025
H -2.728962 0.887565 3.737248 0.216 -0.309 -0.263
C -2.680743 -0.026670 0.513276 -0.341 -0.410 0.803
C -2.569957 -1.309642 1.152456 -1.330 1.072 0.650
H -2.702661 -2.271776 0.657839 0.240 0.275 0.202
H -2.765948 -1.825489 3.365542 0.422 0.321 -0.250
H -2.917762 2.032016 1.336270 0.319 -0.171 0.012
H -2.826650 0.137379 -0.549666 0.324 -0.031 0.109
C 0.932260 -2.439635 3.017399 -0.270 -0.752 -1.008
C -0.117910 -2.877638 2.124212 1.834 -0.786 -0.239
C 0.291954 -2.496352 0.779680 0.597 -0.995 0.747
H -0.944234 -3.540235 2.370715 0.152 0.310 0.002
C 1.574233 -1.878702 0.874115 -0.315 -0.220 0.459
C 1.951951 -1.827986 2.237085 -0.412 -0.701 -0.101
H 2.886190 -1.423587 2.614888 -0.240 0.075 -0.020
H 0.948100 -2.664881 4.079376 -0.034 0.366 -0.230
H -0.186980 -2.855625 -0.128536 0.026 0.387 0.211
H 2.183330 -1.554828 0.032712 -0.298 0.146 0.231
O -0.038710 -0.212498 -0.958968 0.057 0.532 -0.873
C -0.478609 -0.876896 -2.156643 0.299 -0.200 0.585
C -0.683095 0.183719 -3.227984 -0.333 0.161 0.018
H -1.395309 -1.440845 -1.922395 0.198 0.184 -0.065
H 0.296067 -1.606339 -2.445362 -0.129 0.145 0.043
C 0.132857 1.386962 -2.727551 0.221 -0.399 -0.021
H -1.750203 0.436837 -3.282291 0.173 0.048 -0.045
H -0.355061 -0.167010 -4.207683 -0.193 0.120 0.290
C 0.179892 1.183895 -1.216157 -0.273 -0.173 0.455
H -0.313245 2.344493 -3.001309 0.095 -0.036 -0.027
H 1.148275 1.328821 -3.136160 -0.122 0.121 -0.016
H -0.604413 1.755304 -0.694710 0.107 -0.104 -0.133
H 1.142959 1.462622 -0.771437 -0.133 -0.056 -0.084
O -0.549712 -0.705875 4.772872 1.289 1.842 -0.184
C 0.113034 0.245492 4.284136 -1.086 -1.456 -0.921
O 0.221999 0.515883 3.019917 0.377 0.521 2.073
C 0.855530 1.111954 5.297885 -0.026 0.252 0.253
C 0.590260 2.473937 5.457850 0.322 0.152 0.492
C 1.157461 3.182069 6.548024 -0.017 -1.862 -0.502
C 2.021685 2.557133 7.456888 -0.125 0.096 -0.043
C 2.291444 1.197053 7.268979 -1.003 0.551 -1.274
C 1.694830 0.473550 6.214951 0.205 0.294 0.553
N 3.177641 0.499482 8.173941 1.598 -1.481 1.339
O 3.700311 1.120765 9.122986 -1.057 -0.903 -1.709
O 3.392874 -0.711302 7.945791 -0.390 2.294 0.518
N 0.737929 4.544622 6.748066 -0.578 2.634 -0.021
O -0.070228 5.030631 5.925116 1.475 -0.878 1.632
O 1.208367 5.192151 7.705659 -0.744 -1.266 -1.513
H -0.090245 2.991520 4.784604 0.220 -0.165 0.136
H 2.448691 3.101027 8.297323 -0.133 -0.141 -0.270
H 1.854202 -0.598458 6.150333 -0.005 0.211 -0.063
```
Forces are in eV/Å.

# 2
This record from OMol25 describes a structure of composition C37H60N6O7RbS2Si. The level of theory is wB97M-V/def2-TZVPD.

HOMO-LUMO gap, hartree: 0.1855
Total charge: -1
HOMO level, eV: -3.2

Geometry as XYZ:
```
114
Properties=species:S:1:pos:R:3:forces:R:3
Rb -1.811089 -0.087760 0.280145 -0.279 0.147 -0.164
O -4.609059 0.046866 -2.839200 0.126 -0.060 -0.100
C -4.704762 0.416106 -1.560643 -0.043 0.200 -0.018
O -3.926352 1.175666 -1.035881 -0.153 -0.093 0.057
C -5.949769 -0.151765 -0.905409 0.018 -0.075 0.016
O -5.781298 -0.348943 0.472082 0.002 0.045 -0.019
C -5.804723 -1.729075 0.825598 -0.012 -0.034 -0.037
C -4.800032 -2.579420 0.025069 0.122 0.057 0.087
O -5.188551 -3.653742 -0.442281 0.032 -0.075 0.069
O -3.637093 -2.074713 -0.067631 -0.148 -0.040 -0.182
H -3.787763 0.441049 -3.212172 -0.072 0.032 0.067
H -6.219880 -1.072752 -1.427230 -0.018 -0.007 0.008
H -6.755105 0.573320 -1.071458 0.027 0.034 -0.028
H -6.808349 -2.141690 0.687449 -0.012 0.008 -0.011
H -5.537368 -1.771214 1.882145 -0.011 -0.005 0.003
O 1.007498 0.940593 -0.297334 -0.307 -0.055 0.171
C 1.420038 2.275784 -0.189253 -0.093 0.014 -0.024
C 0.314720 3.269830 -0.487312 0.014 -0.039 0.085
C 0.606441 4.524477 -1.018410 0.044 0.055 0.069
C -0.433197 5.409739 -1.251872 0.040 -0.003 -0.006
C -1.728612 5.015637 -0.956942 -0.047 -0.030 0.017
C -1.926385 3.740695 -0.449940 0.002 0.034 -0.071
N -0.931467 2.885743 -0.220712 -0.062 -0.059 0.003
H 0.570878 0.679644 0.558515 0.627 0.065 0.171
H 2.236651 2.432907 -0.897046 0.042 0.047 -0.021
H 1.807213 2.480335 0.817024 0.007 0.010 -0.011
H 1.630916 4.782633 -1.257613 -0.018 -0.013 -0.007
H -0.234639 6.389222 -1.669551 0.002 -0.001 0.004
H -2.572327 5.670006 -1.128632 0.003 -0.003 -0.010
H -2.924590 3.374597 -0.236901 0.011 0.003 0.004
C 1.551172 -2.139728 -5.034175 0.015 -0.018 0.049
C 1.389606 -2.042414 -3.520540 -0.031 0.031 -0.052
C 1.221912 -0.617381 -3.020266 -0.013 -0.081 0.081
N -0.025682 -0.054305 -3.554679 0.154 -0.095 -0.039
C -0.387820 1.212222 -3.641029 -0.191 0.315 -0.035
S -1.953095 1.723751 -3.962560 0.139 -0.089 0.032
N 0.590926 2.194506 -3.435894 -0.035 -0.236 -0.080
C 1.843600 2.364068 -3.990705 -0.155 0.191 -0.022
O 2.594348 3.203852 -3.535897 0.064 -0.050 0.029
C 2.202960 1.593625 -5.219274 0.044 -0.158 -0.099
C 3.546027 1.285609 -5.419961 0.006 0.015 0.084
C 3.944068 0.613408 -6.561625 0.003 -0.013 -0.059
C 3.004547 0.267116 -7.526399 0.003 0.034 0.038
C 1.670468 0.596516 -7.341664 0.004 0.009 -0.050
C 1.265108 1.252241 -6.188257 -0.028 0.059 0.045
H 1.681815 -3.176869 -5.346080 0.006 0.003 -0.007
H 2.418112 -1.567499 -5.373926 -0.018 -0.022 0.015
H 0.677838 -1.744229 -5.555697 -0.010 -0.005 -0.012
H 2.266976 -2.457471 -3.021808 0.014 -0.023 0.035
H 0.538358 -2.643217 -3.185284 -0.009 -0.004 0.029
H 2.065380 -0.018888 -3.356742 -0.008 0.004 0.009
H 1.185696 -0.578677 -1.931261 0.047 -0.010 -0.027
H -0.775367 -0.714109 -3.708432 -0.045 0.031 0.005
H 0.268510 2.985487 -2.891997 0.022 0.020 -0.030
H 4.262835 1.581909 -4.664861 0.007 -0.002 -0.012
H 4.987052 0.362672 -6.706080 0.001 0.003 0.009
H 3.314812 -0.254995 -8.422586 0.000 -0.002 0.002
H 0.938474 0.339404 -8.096480 -0.002 0.005 0.006
H 0.222334 1.515393 -6.057168 -0.001 -0.007 0.004
C -0.762209 -1.730761 5.372306 0.002 0.017 0.018
C -1.062533 -1.278636 3.938823 -0.041 -0.024 -0.036
C -1.037161 -2.525307 3.034254 0.003 0.035 0.040
C -2.522134 -0.797102 3.926049 0.029 -0.027 -0.010
Si 0.095458 0.141976 3.140054 0.209 0.249 -0.006
C -0.401214 1.831926 4.088033 -0.071 -0.021 0.032
C 0.690139 2.879385 3.839859 -0.018 -0.014 0.001
C -1.664264 2.408504 3.425475 0.021 -0.013 -0.051
C -0.656097 1.773639 5.598610 -0.009 0.026 -0.029
C 1.967036 -0.269982 3.696538 -0.093 -0.149 0.104
C 2.934272 0.487540 2.775506 0.016 -0.007 0.045
C 2.371381 0.001554 5.149768 0.017 0.016 -0.025
C 2.220994 -1.759117 3.427175 0.063 0.031 -0.022
H -1.513362 -2.465584 5.700455 0.014 0.002 0.003
H -0.787886 -0.898491 6.077394 0.005 -0.015 0.004
H 0.213696 -2.208777 5.462935 0.000 -0.004 0.000
H -1.739225 -3.279411 3.418280 0.011 0.003 0.016
H -0.052902 -2.990388 2.975429 -0.003 0.010 -0.004
H -1.348511 -2.294762 2.012891 0.009 -0.024 0.027
H -3.194239 -1.632041 4.168960 0.020 -0.006 -0.004
H -2.827074 -0.419404 2.944873 -0.038 -0.003 0.057
H -2.703596 -0.009579 4.658208 -0.020 -0.026 -0.043
H 0.920412 2.960945 2.773726 0.017 0.005 -0.001
H 1.614357 2.658089 4.373285 0.023 0.006 -0.020
H 0.344860 3.868340 4.175042 0.002 -0.012 0.012
H -1.506785 2.549854 2.352589 -0.011 -0.017 0.019
H -1.902638 3.391907 3.858109 0.008 -0.011 0.009
H -2.541383 1.774911 3.557069 0.006 0.024 -0.013
H 0.200646 1.384726 6.149602 0.034 -0.012 0.016
H -1.518093 1.150330 5.842846 0.027 0.026 0.011
H -0.869515 2.782244 5.985857 0.007 -0.014 0.005
H 2.865773 1.569853 2.895328 -0.022 0.019 -0.020
H 2.741328 0.248979 1.725788 -0.034 0.028 0.004
H 3.973621 0.201002 3.002191 -0.023 -0.004 0.005
H 2.355957 1.065345 5.391327 -0.009 -0.004 0.015
H 3.398669 -0.353497 5.328565 -0.013 0.007 0.006
H 1.719439 -0.509016 5.860756 -0.007 -0.012 -0.004
H 1.902552 -2.032389 2.418287 0.026 -0.035 -0.049
H 1.701206 -2.404915 4.134297 -0.009 -0.003 -0.013
H 3.296034 -1.979371 3.522356 -0.005 0.012 -0.035
C 4.011219 -2.338458 -0.069608 -0.050 -0.061 -0.006
C 3.235476 -3.650517 -0.039757 0.045 -0.033 -0.068
C 1.757188 -3.461280 -0.179038 -0.148 -0.026 -0.034
N 1.160093 -2.327830 -0.223555 0.129 -0.054 0.018
N -0.187681 -2.402694 -0.457951 -0.014 -0.155 -0.261
C -0.608922 -3.629551 -0.619979 0.182 -0.054 -0.012
N -1.862301 -3.959629 -0.990789 -0.176 0.081 0.199
S 0.665153 -4.811382 -0.410163 -0.019 0.089 -0.084
H 5.081924 -2.540577 -0.018515 -0.004 0.013 0.005
H 3.735650 -1.695806 0.761516 -0.042 0.043 0.065
H 3.800745 -1.791409 -0.989428 0.004 0.016 0.011
H 3.447941 -4.212977 0.874107 -0.005 0.068 0.037
H 3.566787 -4.284907 -0.868860 0.002 -0.039 0.037
H -2.606026 -3.264765 -0.739197 0.098 -0.032 -0.044
H -2.147174 -4.916506 -0.860955 0.028 0.016 -0.002
```
Forces are in eV/Å.

total charge of number 2 (C37H60N6O7RbS2Si)?
-1